[1]
40
Properties=species:S:1:pos:R:3:forces:R:3 method="wB97M-V/def2-TZVPD" total_energy_ha=-2067.4087 de_lowest_kcal_mol=0.0 multiplicity=1
Ag 0.766065 2.712373 0.070412 -0.01 -0.09 -0.24
Cl 1.113429 1.290921 2.699153 0.00 -0.16 -0.05
C 1.688063 -0.208511 2.017752 -0.02 0.18 0.15
C 2.558012 -0.961555 2.786859 0.00 -0.07 -0.08
C 3.044810 -2.160228 2.286663 0.02 0.05 0.09
C 2.663059 -2.593747 1.027986 -0.04 0.00 -0.06
C 1.793646 -1.826159 0.266937 -0.02 -0.06 0.00
C 1.283685 -0.622058 0.748663 0.09 -0.02 -0.18
P 0.169521 0.415015 -0.256974 -0.09 0.43 0.59
C 0.071440 -0.404167 -1.858559 0.06 -0.02 -0.11
C -0.864745 -1.395300 -2.141954 0.02 0.01 -0.03
C -0.869359 -2.001170 -3.390226 -0.02 0.01 0.03
C 0.056919 -1.624525 -4.353093 -0.01 -0.02 -0.01
C 0.989740 -0.634973 -4.075463 -0.02 0.00 0.03
C 0.991611 -0.021054 -2.832634 0.00 -0.01 -0.04
C -1.440957 0.159198 0.554531 0.03 -0.25 -0.06
C -2.460169 1.087976 0.369197 -0.01 0.09 0.01
C -3.695893 0.896424 0.968353 -0.01 0.03 0.00
C -3.921183 -0.218720 1.762233 0.00 -0.03 0.01
C -2.909517 -1.149043 1.954456 0.02 0.05 -0.05
C -1.675461 -0.962037 1.349382 -0.04 -0.01 0.00
H 2.845837 -0.600056 3.763845 0.01 -0.02 0.01
H 3.726095 -2.748163 2.887332 0.00 -0.01 -0.01
H 3.038518 -3.528373 0.633626 0.01 0.01 0.00
H 1.500082 -2.170890 -0.716737 0.01 0.01 0.01
H -1.593385 -1.685235 -1.395153 0.01 0.00 0.00
H -1.601987 -2.766602 -3.609818 0.00 0.00 -0.01
H 0.044425 -2.098031 -5.326159 0.01 0.00 0.00
H 1.705925 -0.330400 -4.826786 0.00 -0.01 -0.01
H 1.705639 0.766773 -2.620330 0.00 0.00 0.01
H -2.292155 1.977144 -0.228251 0.04 -0.01 -0.01
H -4.478145 1.630050 0.825839 0.00 0.00 0.00
H -4.882559 -0.359725 2.238690 0.00 0.01 -0.01
H -3.076085 -2.017986 2.577315 -0.01 0.00 0.00
H -0.889655 -1.690026 1.504708 0.01 -0.01 0.01
F 2.230763 4.546096 0.702318 -0.08 -0.05 -0.03
B 0.981994 5.228068 0.889644 -0.02 0.06 0.04
F 0.288857 5.092064 -0.355076 0.02 -0.12 0.05
F 0.255461 4.452825 1.837740 0.02 0.04 -0.07
F 1.137661 6.523808 1.263578 0.02 -0.01 0.01

[2]
88
Properties=species:S:1:pos:R:3:forces:R:3 method="wB97M-V/def2-TZVPD" total_charge=+3 total_energy_ha=-2327.8427 de_lowest_kcal_mol=18.7 multiplicity=1
Y 0.144189 0.089993 0.059648 -0.16 0.10 -0.01
N 0.177329 -2.415767 0.675829 -0.18 0.14 0.06
C 1.410634 -2.826417 1.413979 -0.11 -0.13 -0.10
C 1.907865 -1.700213 2.285631 0.08 0.24 0.07
N 2.152127 -0.477787 1.463179 0.02 0.07 -0.10
H -0.637273 -2.680237 1.227790 0.06 0.00 -0.02
H 0.109122 -2.983193 -0.166156 -0.02 0.06 0.07
H 2.160441 -3.090824 0.671508 0.02 0.01 0.05
H 1.221930 -3.713074 2.020807 0.02 0.03 0.01
H 2.815220 -2.006361 2.809606 -0.03 -0.03 -0.02
H 1.163058 -1.430834 3.036564 -0.01 -0.07 -0.02
H 2.999810 -0.617698 0.915136 -0.12 -0.03 0.11
H 2.358385 0.300661 2.087887 -0.04 -0.08 -0.06
C 1.678115 5.223340 0.437014 0.12 -0.05 0.00
N 2.176746 4.246662 -0.524913 -0.05 -0.03 -0.10
C 3.317074 4.667309 -1.356231 -0.08 0.01 -0.01
C 3.615847 3.435231 -2.209607 -0.05 0.02 -0.05
N 2.504544 2.542024 -1.886578 0.02 -0.08 0.08
C 2.076656 1.523376 -2.812491 0.04 -0.03 -0.16
C 1.707389 3.042879 -0.912221 -0.01 -0.01 0.18
N 0.672695 2.325147 -0.464708 0.07 -0.24 0.07
C -0.395529 2.969695 0.325400 0.26 0.17 -0.03
C -0.206752 2.747502 1.813829 0.02 -0.16 0.18
N -0.326259 1.308193 2.141684 0.05 -0.17 0.08
C -0.392052 0.965158 3.426317 0.07 0.03 0.00
N -0.824154 -0.290856 3.806023 0.02 0.14 -0.09
C -1.861265 -1.002918 3.091537 0.04 -0.24 -0.07
C -0.903045 -0.403864 5.269036 0.01 -0.03 0.03
C -0.383144 0.938490 5.767054 0.09 0.03 -0.04
N -0.049757 1.657212 4.529934 -0.17 0.08 -0.11
C 0.535686 2.988204 4.707511 0.01 -0.18 0.00
H 2.457828 5.972711 0.552843 -0.02 0.00 0.04
H 1.504774 4.787234 1.416980 -0.03 0.02 -0.04
H 0.784468 5.735775 0.086815 -0.04 0.02 -0.03
H 4.153746 4.942246 -0.716245 -0.01 0.00 0.01
H 3.038356 5.537381 -1.952258 0.02 -0.01 -0.02
H 4.573378 2.977308 -1.962546 0.00 -0.01 0.01
H 3.609244 3.659289 -3.276290 0.02 0.01 0.01
H 2.304058 1.837793 -3.833591 0.06 0.00 0.04
H 0.996876 1.426710 -2.739374 -0.06 -0.04 0.01
H 2.557051 0.551755 -2.643487 -0.03 0.21 0.02
H -1.356475 2.559631 0.005407 0.02 0.03 -0.01
H -0.461301 4.037400 0.134254 -0.03 0.00 -0.09
H -0.945034 3.342513 2.355950 -0.06 -0.04 0.05
H 0.783216 3.124137 2.065526 -0.01 -0.02 0.10
H -1.759342 -0.885361 2.017108 0.07 -0.05 0.05
H -2.862755 -0.659647 3.370027 0.01 -0.03 0.05
H -1.797989 -2.066532 3.326996 0.01 0.01 0.05
H -0.299522 -1.237531 5.625674 -0.02 -0.03 -0.02
H -1.936766 -0.582694 5.568541 0.00 0.02 0.01
H 0.516657 0.833241 6.372430 -0.01 0.01 0.01
H -1.117208 1.502689 6.342771 -0.02 -0.03 0.00
H 0.890724 3.036816 5.734429 -0.01 0.05 -0.02
H -0.200595 3.775871 4.566261 0.01 0.05 -0.03
H 1.395477 3.146708 4.069359 0.07 0.00 -0.12
O -6.989637 0.937764 -2.397279 -0.14 0.34 0.07
N -6.442190 0.027238 -2.974730 0.07 -0.10 0.21
O -6.955282 -0.744560 -3.736655 -0.07 -0.25 -0.32
C -4.993854 -0.145347 -2.717402 -0.10 0.10 0.12
C -4.255107 -0.596618 -3.737616 0.26 -0.05 -0.02
C -2.833153 -0.711246 -3.585424 -0.20 -0.02 -0.16
C -2.016923 -1.112439 -4.655048 -0.03 -0.01 -0.08
C -0.660177 -1.170835 -4.476899 0.00 0.04 0.10
C -0.145043 -0.838741 -3.223342 -0.12 0.02 -0.12
N -0.889320 -0.469762 -2.185199 0.20 -0.06 0.15
C -2.233936 -0.394806 -2.364880 0.04 0.01 0.15
C -3.055245 0.047412 -1.260319 0.19 -0.08 0.04
N -2.427855 0.322904 -0.083573 0.13 -0.01 -0.02
C -3.170797 0.782111 0.915416 -0.12 0.10 -0.13
C -4.552882 0.942631 0.840093 0.13 0.01 0.06
C -5.194998 0.636668 -0.327281 -0.15 0.00 -0.04
C -4.437582 0.197587 -1.431873 -0.07 -0.05 -0.07
H -4.730057 -0.855818 -4.674749 0.02 0.00 -0.01
H -2.467268 -1.355181 -5.609314 -0.01 -0.01 -0.01
H 0.007478 -1.451559 -5.278555 0.01 -0.01 -0.01
H 0.920395 -0.861468 -3.061272 -0.01 -0.01 -0.02
H -2.638480 1.036348 1.819014 -0.04 0.10 -0.06
H -5.098911 1.305536 1.698631 -0.02 0.00 0.01
H -6.266046 0.745985 -0.415076 0.07 0.00 0.04
I 6.331111 -2.400394 -2.568689 0.28 0.00 -0.05
C 4.314907 -2.372079 -2.250071 -0.25 -0.01 0.06
C 3.350432 -3.165419 -2.825830 -0.10 -0.03 0.03
N 2.164332 -2.776395 -2.314680 -0.01 -0.07 0.24
N 2.287031 -1.779508 -1.406364 0.05 0.19 -0.18
C 3.599297 -1.537606 -1.382189 -0.08 0.05 0.01
H 3.423050 -3.970844 -3.536687 0.02 -0.02 -0.05
H 1.268580 -3.204394 -2.490481 0.08 0.05 -0.04
H 4.017471 -0.757796 -0.764043 0.00 0.05 -0.03

[3]
96
Properties=species:S:1:pos:R:3:forces:R:3 method="wB97M-V/def2-TZVPD" total_energy_ha=-2075.9345 de_lowest_kcal_mol=14.8 multiplicity=1
O -28.386263 29.427221 24.562096 0.26 0.34 0.19
C -28.671289 30.096047 25.795442 0.04 -1.18 0.92
C -29.877059 30.970814 25.643180 0.03 0.65 -1.04
O -29.650116 32.018100 24.696632 -0.10 -0.08 0.03
H -27.811272 28.668804 24.797160 -0.34 0.04 -0.20
H -28.904033 29.303570 26.528542 -0.14 0.23 -0.01
H -27.802052 30.605436 26.226939 -0.01 0.31 -0.50
H -30.146414 31.512966 26.545813 0.09 -0.35 0.30
H -30.719475 30.345017 25.321581 -0.02 0.06 0.11
H -29.428239 31.644365 23.834531 0.07 -0.02 0.06
O -26.143924 24.747398 26.345552 -0.55 0.08 -0.24
C -25.557674 25.341015 25.179078 0.80 -0.95 0.64
C -25.775930 26.825553 25.173901 -0.26 -0.60 -0.57
O -27.176883 27.089215 25.295277 0.04 0.09 -0.05
H -25.459690 24.489939 26.964353 0.08 0.05 0.00
H -24.495605 25.081060 25.187330 0.08 0.45 -0.16
H -25.961043 24.849726 24.288866 -0.36 0.16 0.10
H -25.468960 27.140460 24.175141 0.14 0.56 0.22
H -25.215161 27.307949 25.973375 0.03 0.13 -0.05
H -27.573196 26.379445 25.818133 0.11 0.11 0.12
O -29.530121 22.174861 19.249715 -0.17 -0.08 0.58
C -29.040886 23.229634 20.074928 0.11 0.81 -0.35
C -27.575657 22.988706 20.393594 -0.98 -0.48 -0.45
O -27.411278 22.137967 21.531075 0.05 0.55 -0.16
H -30.478093 22.100689 19.398497 0.04 -0.06 -0.14
H -29.140298 24.188002 19.539900 0.15 -0.15 -0.11
H -29.610711 23.385817 20.997241 -0.01 -0.42 0.05
H -27.122472 23.961780 20.538990 0.49 -0.10 0.46
H -27.144200 22.502217 19.511593 0.19 0.21 0.00
H -27.941492 21.349566 21.368627 0.14 -0.05 0.04
O -21.764386 28.503699 18.108389 0.07 -0.32 -0.26
C -20.987833 27.464112 18.701575 -0.58 0.31 0.56
C -21.706823 26.139890 18.731214 -0.95 -0.80 -0.92
O -22.560379 25.982403 19.851717 0.26 -0.42 0.70
H -22.616642 28.497605 18.572627 0.03 0.09 -0.08
H -20.033650 27.340358 18.194675 -0.03 0.41 -0.23
H -20.834387 27.779250 19.741727 0.49 -0.38 0.03
H -21.039863 25.274176 18.660355 0.28 0.22 0.75
H -22.311884 25.964173 17.823754 0.12 0.65 -0.04
H -23.391509 26.467482 19.764760 0.14 0.10 -0.40
O -27.048352 27.468652 16.819705 -0.04 -0.18 0.53
C -28.250966 27.496738 17.605968 0.25 0.73 -0.48
C -28.735588 28.927336 17.748734 0.23 0.33 0.31
O -28.944632 29.521714 16.468513 -0.13 -0.09 0.47
H -27.322826 27.418345 15.900413 0.08 0.11 -0.04
H -28.987544 26.885461 17.082577 -0.23 -0.13 0.47
H -28.019269 27.155020 18.617654 -0.08 -0.48 -0.20
H -28.015077 29.504026 18.343991 0.27 -0.12 -0.36
H -29.624804 28.990234 18.388043 -0.32 -0.21 -0.55
H -28.160018 30.041445 16.274640 -0.04 -0.01 -0.10
O -24.546135 24.565126 21.538794 0.02 -0.59 0.26
C -23.627362 23.863832 22.366742 1.36 0.33 0.70
C -23.668290 22.371282 22.210525 -0.92 -0.79 -1.20
O -24.871333 21.802774 22.721908 0.43 0.33 0.13
H -24.246077 24.466251 20.622290 -0.07 0.34 0.05
H -22.600695 24.237844 22.231595 -0.14 -0.16 -0.58
H -23.790869 24.122034 23.413660 -0.64 -0.02 -0.10
H -22.796882 21.850330 22.608761 -0.16 0.26 0.66
H -23.611920 22.091979 21.139750 0.05 0.42 0.00
H -25.624786 22.190895 22.238103 0.15 -0.35 0.20
C -22.162314 27.175814 23.163776 0.00 0.82 0.02
O -22.417358 27.324835 24.558594 0.05 -0.70 0.21
H -21.267575 27.740212 22.882337 -0.13 0.08 -0.16
H -21.961677 26.144792 22.896446 -0.16 -0.17 0.37
H -23.034710 27.526177 22.607523 0.16 -0.07 -0.28
H -22.484311 28.255430 24.781220 0.03 0.07 -0.18
C -30.674687 25.388158 23.313427 -0.94 -0.43 0.26
O -31.574587 26.178526 22.557330 0.03 0.37 -0.10
H -29.654985 25.462850 22.949095 0.24 -0.03 0.11
H -30.765103 25.596094 24.383462 0.38 0.26 -0.01
H -31.060131 24.371566 23.220429 0.37 -0.11 -0.21
H -31.411811 27.105936 22.758611 -0.01 -0.06 -0.05
C -23.670500 29.942662 20.478781 -0.30 0.28 0.96
O -24.259860 28.766312 19.935007 0.26 0.08 0.12
H -23.261868 29.745206 21.480326 0.15 -0.10 -0.20
H -22.864675 30.332568 19.861970 -0.08 -0.20 -0.26
H -24.415757 30.730334 20.646031 0.00 -0.05 -0.32
H -24.663701 28.288229 20.690880 0.00 -0.14 -0.37
C -25.413745 24.843417 17.760886 0.01 0.10 -0.68
O -25.396403 25.642040 18.933119 -0.56 0.10 0.03
H -26.358821 24.349502 17.492867 -0.15 0.00 0.79
H -25.239660 25.456375 16.872265 0.58 -0.07 0.11
H -24.650191 24.083705 17.915193 0.06 -0.02 -0.31
H -25.817349 26.486815 18.724778 0.10 -0.06 -0.06
C -28.907522 30.114474 21.097682 -0.43 1.63 -0.99
O -28.066724 30.708893 22.050723 -0.05 -0.27 0.58
H -28.880306 30.811603 20.248120 0.35 -0.39 -0.19
H -28.580458 29.134861 20.756952 -0.18 -0.22 0.19
H -29.980135 30.195623 21.326833 0.13 -0.72 0.54
H -28.143419 30.225722 22.892116 0.15 -0.04 0.04
C -26.888701 27.050200 21.599582 0.76 -1.13 0.02
O -25.473079 27.060175 21.741310 0.28 0.70 0.27
H -27.324179 27.688232 22.363034 -0.23 0.18 -0.18
H -27.138471 27.323805 20.575110 -0.25 0.38 0.11
H -27.224346 26.017852 21.739190 -0.31 0.12 0.10
H -25.095734 26.160323 21.808527 -0.23 -0.09 -0.30

Number 1: orbital gap 9.440 eV, E_HOMO -9.4 eV, lowest unoccupied orbital energy 0.064 eV. Number 2: orbital gap 7.251 eV, E_HOMO -15.5 eV, lowest unoccupied orbital energy -8.270 eV. Number 3: orbital gap 10.266 eV, E_HOMO -9.9 eV, lowest unoccupied orbital energy 0.380 eV.